Version w
Molecular formula: CH8N2O
Method: DFT, ωB97M-V/def2-TZVPD

The geometry in XYZ format:
```
12
Properties=species:S:1:pos:R:3
C 0.58 0.39 0.24
H 0.10 1.29 -0.14
O -2.97 -0.08 -0.34
H 0.19 -0.53 -1.49
N 2.03 0.61 0.05
H 2.27 1.54 0.37
H 0.43 -1.58 -0.11
H -3.50 -0.82 -0.08
H 0.38 0.24 1.30
H -2.07 -0.28 0.03
N 0.03 -0.74 -0.51
H 2.53 -0.04 0.67
```

Summary:
- SMILES string = NCN.O
- Kohn-Sham gap (eV) = 10.7

Version x
Molecular formula: CH8N2O
Method: DFT, ωB97M-V/def2-TZVPD

The geometry in XYZ format:
```
12
Properties=species:S:1:pos:R:3
H -1.46 1.52 -2.21
H -0.70 -2.29 -1.47
H 1.71 -1.93 -0.38
C 0.65 -1.55 -0.33
N -0.22 -2.56 -0.60
H 0.23 0.93 5.98
N -0.72 2.21 -2.03
H 0.00 1.73 -1.49
H -0.41 1.29 6.08
H -0.38 2.38 -2.96
H 0.50 -1.11 0.68
O 0.81 -0.62 -1.27
```

Summary:
- Kohn-Sham gap (eV) = 6.7

Version y
Molecular formula: CH8N2O
Method: DFT, ωB97M-V/def2-TZVPD

The geometry in XYZ format:
```
12
Properties=species:S:1:pos:R:3
H 1.58 -0.68 0.99
O -1.64 -0.54 -0.57
H -2.43 -0.81 1.21
N -1.73 -0.16 0.84
C 1.26 0.27 -0.79
H -2.20 0.74 0.80
H 1.63 1.21 -1.21
N 1.48 0.28 0.65
H 1.87 -0.52 -1.26
H 0.12 0.34 -1.07
H -0.57 -0.74 -0.71
H 0.62 0.61 1.11
```

Summary:
- SMILES string = CN.NO
- Kohn-Sham gap (eV) = 10.1

Version z
Molecular formula: CH8N2O
Method: DFT, ωB97M-V/def2-TZVPD

The geometry in XYZ format:
```
12
Properties=species:S:1:pos:R:3
H 2.17 1.19 -2.60
H -2.51 0.32 6.98
C 0.36 0.40 -1.94
H -1.61 -0.83 6.73
O -2.47 -0.63 7.12
H -0.26 -0.28 -3.75
N 1.81 0.56 -1.90
H 0.06 0.22 -0.92
H 2.32 -0.30 -1.88
H 0.42 -1.41 -2.91
H -0.10 1.37 -2.13
N -0.20 -0.62 -2.79
```

Summary:
- SMILES string = NCN.O
- Kohn-Sham gap (eV) = 10.2

How far above the most stable structure does each one sit? In kcal/mol: version w 0.0; version x 133.3; version y 60.4; version z 4.1.

Version w
Molecular formula: C11H60NO18
Method: DFT, ωB97M-V/def2-TZVPD

The geometry in XYZ format:
```
90
Properties=species:S:1:pos:R:3
H -6.24 1.69 -3.95
H -1.65 -0.06 -5.22
H 0.88 -3.25 1.65
H -5.50 -0.53 -0.25
O -4.09 3.99 -2.84
H -1.46 -0.08 1.98
O -5.35 1.45 -3.62
H 0.07 -0.04 2.72
H 3.03 -4.43 2.38
H -4.23 1.70 -0.63
H -4.59 -0.29 1.13
C -0.95 -2.03 2.20
H 1.69 1.03 2.70
H -1.86 -1.26 -0.56
H 1.03 1.28 -0.37
H -4.10 -1.39 0.23
H -0.82 -2.57 3.14
O 1.74 -1.92 4.65
H 1.14 -1.74 -0.42
O -5.61 4.29 -0.66
H -2.30 1.32 0.72
H 0.55 3.90 -3.32
H 5.08 -0.52 0.83
O 0.92 6.47 1.57
H 3.01 -1.00 -1.30
H -0.06 1.83 0.66
C 0.00 -2.68 1.25
H 1.84 -1.48 5.52
C -3.57 0.66 -0.73
O 4.14 -1.20 3.44
H 1.17 -5.87 1.47
C 2.19 2.78 1.71
C -4.33 -0.43 0.07
H -4.20 4.59 -3.62
H -3.65 0.38 -1.65
H 3.73 4.53 -1.22
H 4.42 -1.33 -1.37
O 2.77 -4.87 1.51
O -0.99 -0.61 -5.12
H 0.47 -2.13 -3.08
O 0.94 0.90 -3.59
H 1.79 -2.26 -3.53
H -0.81 0.07 -1.42
H -4.95 4.16 -1.32
H -0.37 -5.98 1.51
C -2.24 0.99 -0.28
H -4.85 2.19 -3.35
O 3.60 3.79 -1.72
H 1.64 1.26 -4.08
O 5.96 -0.25 1.24
O 0.55 3.39 -2.44
C 0.69 -1.48 0.62
O 0.45 -6.43 1.45
H -0.40 -0.31 -4.36
H 2.73 0.97 1.03
H 2.75 3.56 -2.08
H -1.81 1.84 -0.92
H -3.13 3.61 -2.93
O 2.84 -4.30 -1.45
C 0.66 0.97 0.54
H 2.29 3.06 0.64
H 5.62 0.25 1.95
H 4.60 -2.02 3.42
H 2.90 -4.36 -0.46
O -1.24 -3.41 -2.13
H 1.49 3.47 2.34
H -5.23 4.73 0.07
H 0.59 2.51 -2.68
O 1.16 -1.67 -3.09
H 1.57 -1.29 1.09
H 3.22 3.04 1.96
H -0.52 -3.30 0.48
O 3.68 -1.26 -0.77
H 3.13 -5.75 1.36
C 1.76 1.27 1.58
H 3.22 -1.31 3.73
H -2.89 0.24 5.19
H 0.71 7.37 1.28
C -1.19 -0.25 -0.44
H 1.30 6.46 2.38
N -0.21 -0.28 0.66
O -3.01 0.60 4.33
H 2.50 -3.47 -1.54
H -2.12 -2.33 2.01
H 1.60 -2.93 4.79
C -0.77 -0.53 1.92
H -1.77 -4.08 -2.00
H 1.28 0.00 -3.63
H -1.29 -3.14 -3.12
H -2.63 1.49 4.19
```

Summary:
- Kohn-Sham gap (eV) = 10.2
- net charge = +1

Version x
Molecular formula: C11H60NO18
Method: DFT, ωB97M-V/def2-TZVPD

The geometry in XYZ format:
```
90
Properties=species:S:1:pos:R:3
H 11.56 21.49 26.79
C 8.31 21.86 23.12
O 11.19 19.51 29.33
H 4.95 17.82 29.84
H 6.90 17.39 30.78
C 8.10 20.84 24.36
H 8.96 22.63 26.92
H 8.08 22.82 23.33
H 10.81 19.81 25.44
O 11.31 24.00 20.52
O 5.34 22.73 18.52
H 7.56 20.74 27.10
H 12.10 19.10 22.97
H 4.88 21.45 25.83
O 5.20 16.96 30.01
H 8.20 16.54 30.38
H 7.71 20.40 21.70
H 7.60 21.82 19.85
H 8.17 23.01 25.54
H 9.30 20.40 27.54
H 9.40 18.23 26.35
H 10.14 18.16 21.60
H 4.80 16.62 30.78
C 7.69 18.00 27.68
H 13.22 23.22 23.12
H 11.80 24.61 20.06
O 4.77 19.87 24.94
C 11.37 21.84 25.76
H 6.80 26.01 23.34
O 7.69 17.59 23.03
H 11.14 18.70 28.96
H 7.00 23.73 18.00
H 7.80 17.48 21.97
H 9.18 26.92 25.89
H 5.01 22.14 17.89
C 7.59 21.53 21.82
H 12.16 22.12 25.07
C 10.43 20.79 25.06
H 6.66 18.17 27.75
C 8.00 22.35 20.67
O 8.15 14.49 29.38
H 10.90 19.26 30.10
H 5.20 15.55 28.58
H 7.42 14.70 28.79
H 10.63 23.35 24.79
H 8.33 25.82 19.88
C 8.29 18.73 26.39
H 8.06 13.63 29.71
H 4.75 23.08 26.07
O 12.53 24.05 23.11
H 7.99 24.80 18.06
O 8.15 26.27 19.04
O 7.66 24.06 17.54
O 8.88 25.58 21.69
H 4.87 22.66 19.42
H 7.76 23.40 20.89
H 13.13 17.96 23.34
H 7.57 16.99 27.46
H 7.72 25.70 24.66
O 9.34 26.02 26.04
H 10.86 23.84 26.43
H 10.18 26.20 25.59
H 9.09 26.49 18.68
H 5.20 14.24 27.96
C 8.58 20.32 26.67
O 7.92 17.15 30.96
H 9.37 21.90 22.95
C 9.02 22.55 25.93
H 9.36 18.10 22.83
O 5.68 14.97 27.98
H 8.37 25.16 22.34
H 6.61 21.76 22.04
H 9.73 25.16 21.40
O 13.05 18.81 22.97
N 8.98 21.08 25.48
H 6.81 17.58 23.07
O 4.66 22.17 26.48
H 4.24 19.44 25.49
H 11.77 23.94 21.44
H 8.23 20.03 23.83
H 9.11 22.41 20.38
C 10.44 23.07 25.77
O 7.20 25.37 23.88
H 8.25 18.14 28.57
H 4.27 20.38 24.34
H 12.71 24.56 23.82
H 7.14 21.00 24.80
H 10.78 20.87 24.12
O 10.26 18.34 22.57
H 7.58 18.63 25.48
```

Summary:
- Kohn-Sham gap (eV) = 9.0
- net charge = +1

How far above the most stable structure does each one sit? In kcal/mol: version w 65.7; version x 0.0.

Version w
Molecular formula: C2H6O2S
Method: DFT, ωB97M-V/def2-TZVPD

The geometry in XYZ format:
```
11
Properties=species:S:1:pos:R:3
S -0.50 0.51 0.83
H -1.88 -1.24 -1.65
H -0.95 -1.80 -0.24
H 0.96 2.23 1.56
H 1.72 0.67 1.10
C 1.06 1.48 0.81
H 1.08 1.90 -0.20
H -0.03 -1.80 -1.75
C -0.87 -1.29 -1.23
O -0.20 -0.62 1.68
O -0.40 -0.03 -0.91
```

Summary:
- Kohn-Sham gap (eV) = 10.3

Version x
Molecular formula: C2H6O2S
Method: DFT, ωB97M-V/def2-TZVPD

The geometry in XYZ format:
```
11
Properties=species:S:1:pos:R:3
H -2.20 -0.12 -1.91
H -1.51 1.48 -1.62
C -1.33 0.41 -1.56
O 2.19 -0.55 1.20
H 1.16 -0.57 3.23
O 0.75 0.18 2.76
H 0.40 -1.23 -1.49
C 1.21 0.06 1.49
S 0.17 -0.22 -2.33
H 0.50 0.43 0.74
H -1.34 0.14 -0.50
```

Summary:
- SMILES string = O=CO.CS
- Kohn-Sham gap (eV) = 9.9

How far above the most stable structure does each one sit? In kcal/mol: version w 34.5; version x 0.0.